Entry 1:
Here is C25H46Cl2N3O6SiV as an isolated structure at a distorted geometry from the OMol25 dataset. Energies are from ωB97M-V/def2-TZVPD.

Each line ends with the Mulliken spin population.
Positions of all 84 atoms, in Å:
C 3.352 -2.274 -2.230  -0.001
C 2.656 -1.490 -3.302  0.000
H 2.767 -3.163 -1.949  0.000
H 3.529 -1.673 -1.333  0.004
H 4.329 -2.637 -2.587  0.000
C 2.681 -1.959 -4.572  0.001
C 3.001 -3.382 -4.912  0.000
H 2.566 -1.315 -5.454  0.000
H 2.456 -4.068 -4.245  0.000
H 4.077 -3.610 -4.852  0.000
H 2.685 -3.626 -5.935  0.000
V 1.354 0.265 0.715  1.995
Cl 2.842 1.653 -0.282  0.020
C -0.208 2.827 0.960  0.006
O -0.279 1.625 0.576  -0.012
N -1.190 3.730 0.830  0.005
C -2.575 3.330 0.588  0.001
C -0.883 5.159 0.877  -0.001
H 0.704 3.202 1.436  0.008
H -2.901 2.569 1.307  0.000
H -2.717 2.946 -0.431  0.000
H -3.194 4.223 0.706  0.000
H -0.306 5.407 1.780  0.000
H -1.823 5.722 0.874  0.000
H -0.295 5.463 -0.003  0.000
H -3.183 2.249 6.317  0.000
H -1.876 2.108 8.100  0.000
C -3.081 1.223 5.952  0.000
C -1.683 1.034 7.995  0.000
N -1.926 0.643 6.614  0.000
H -2.937 1.210 4.868  0.000
C -1.295 -0.426 6.073  0.000
O -1.549 -0.897 4.962  0.000
H -0.641 0.812 8.254  0.000
H -0.506 -0.829 6.745  0.000
H -4.003 0.676 6.199  0.000
H -2.340 0.495 8.696  0.000
H 0.051 -4.090 4.039  0.000
H -0.620 -3.352 0.286  0.000
C -0.916 -3.813 3.585  0.000
C -1.301 -3.580 1.116  0.000
N -0.715 -3.053 2.346  0.001
H -1.489 -3.237 4.327  0.000
C -0.098 -1.868 2.274  0.014
O 0.188 -1.336 1.151  0.007
H -2.278 -3.094 0.957  0.000
H 0.148 -1.372 3.233  -0.003
H -1.450 -4.736 3.315  0.000
H -1.431 -4.660 1.251  0.000
O 0.999 -0.324 -1.813  -0.018
C 1.984 -0.178 -2.864  -0.001
C 0.747 0.083 -5.120  -0.001
C 1.503 0.641 -4.077  0.001
H 0.529 -0.993 -5.132  0.000
C 0.301 0.877 -6.199  0.000
H 2.781 0.399 -2.369  0.001
C 1.887 1.982 -4.176  0.002
H -0.322 0.421 -6.980  0.000
C 0.702 2.209 -6.288  0.000
C 1.496 2.753 -5.273  0.001
H 2.527 2.388 -3.392  -0.001
H 0.428 2.804 -7.162  0.000
H 1.849 3.779 -5.352  0.000
Si -0.816 -0.801 -2.642  -0.002
Cl -0.268 -2.738 -3.012  0.000
C -2.028 -0.874 -4.215  0.000
C -1.137 1.136 -2.769  -0.002
C -1.960 -0.925 -1.133  0.001
H -2.337 0.101 -4.605  0.000
H -2.899 -1.338 -3.739  0.000
H -1.718 -1.501 -5.061  0.000
H -1.668 -1.823 -0.593  -0.001
H -3.024 -1.026 -1.401  0.000
H -1.855 -0.057 -0.468  0.004
H -0.909 1.526 -3.774  0.000
H -0.525 1.687 -2.038  0.005
H -2.198 1.333 -2.537  0.000
C 2.851 -0.178 4.482  -0.003
C 2.293 0.054 3.070  0.004
O 1.173 0.661 2.881  -0.021
O 2.895 -0.392 2.018  -0.016
H 2.065 -0.162 5.252  0.001
H 3.593 0.595 4.734  0.001
H 3.366 -1.147 4.531  0.000

## Properties
Spin multiplicity   3
HOMO energy (spin up / spin down)   -6.56 / -6.57 eV
HOMO-LUMO gap (spin up / spin down)   5.7 / 6.5 eV
Energy relative to the best compared isomer or geometry (same formula, charge and spin)   2.295 eV
Molar mass   634.59 g/mol
E_LUMO (spin up / spin down)   -0.909 / -0.057 eV


Entry 2:
Here is C19H14F6N2O10ReS2 as an isolated structure at a distorted geometry from the OMol25 dataset. Energies are from ωB97M-V/def2-TZVPD.

Each line ends with the natural charge from an NBO analysis.
Positions of all 54 atoms, in Å:
Re 0.716 -1.283 -0.442  1.794
O -0.846 0.548 6.142  -0.700
C -0.417 -0.562 5.836  0.762
O -0.059 -1.601 6.395  -0.699
C -0.262 -0.722 4.236  0.034
C -0.604 -1.919 3.610  -0.218
C -0.378 -2.056 2.261  0.041
N 0.171 -1.064 1.528  -0.518
C 0.483 0.098 2.143  0.081
C 0.281 0.315 3.482  -0.199
C 1.062 1.114 1.201  0.766
O 1.372 2.220 1.525  -0.496
O 1.176 0.624 -0.037  -0.624
H -1.036 -2.728 4.182  0.262
H -0.641 -2.966 1.733  0.218
H 0.541 1.271 3.914  0.275
F 4.512 -4.078 -2.518  -0.260
C 3.517 -3.920 -1.693  0.784
F 2.441 -4.582 -2.103  -0.290
F 3.859 -4.358 -0.487  -0.288
S 3.032 -2.109 -1.499  2.182
O 2.695 -1.972 -0.065  -0.853
O 4.062 -1.280 -1.995  -0.822
N 1.587 -1.946 -2.209  -1.219
S 1.694 -1.744 -3.852  2.218
O 0.419 -1.927 -4.437  -0.853
O 2.813 -2.519 -4.267  -0.895
C 2.101 0.094 -4.086  0.761
F 1.200 0.611 -4.907  -0.288
F 2.011 0.728 -2.915  -0.306
F 3.297 0.266 -4.600  -0.277
C -0.850 4.653 0.318  -0.636
C -1.284 3.247 0.030  0.044
C -1.201 2.712 -1.249  -0.226
C -1.572 1.400 -1.508  0.033
C -1.594 0.870 -2.917  -0.630
C -2.002 0.606 -0.434  -0.238
C -2.188 1.143 0.843  0.049
C -2.791 0.333 1.959  -0.648
C -1.805 2.459 1.054  -0.230
C -2.286 -0.848 -0.684  0.802
O -3.373 -1.339 -0.650  -0.492
O -1.171 -1.598 -0.891  -0.679
H -0.398 5.116 -0.557  0.217
H -0.123 4.651 1.132  0.238
H -1.700 5.261 0.634  0.228
H -0.853 3.330 -2.069  0.213
H -1.359 1.656 -3.630  0.228
H -2.580 0.467 -3.155  0.234
H -0.884 0.057 -3.054  0.203
H -2.439 -0.699 1.943  0.209
H -3.875 0.304 1.838  0.244
H -2.568 0.778 2.927  0.239
H -1.904 2.886 2.046  0.225

## Properties
Spin multiplicity   2
HOMO energy (spin up / spin down)   -8.32 / -8.29 eV
HOMO-LUMO gap (spin up / spin down)   4.1 / 4.5 eV
Energy relative to the best compared isomer or geometry (same formula, charge and spin)   1.593 eV
Molar mass   794.65 g/mol
E_LUMO (spin up / spin down)   -4.182 / -3.759 eV


Entry 3:
Here is a 2-piece molecular cluster, CH5N4P overall at a distorted geometry from the OMol25 dataset. Energies are from ωB97M-V/def2-TZVPD.

Each line ends with the natural charge from an NBO analysis.
Positions of all 11 atoms, in Å:
C -0.086 0.060 -0.363  -0.068
N -0.794 0.646 -1.422  -0.264
N -0.232 1.697 -1.768  0.044
N 0.969 0.937 -0.036  -0.493
N 0.772 1.997 -0.970  -0.287
P -1.119 -0.709 0.943  0.313
H 0.444 -1.390 -1.201  -0.032
H 1.018 1.246 0.929  0.384
H 1.544 2.566 -1.286  0.405
H -0.194 -1.675 1.327  -0.014
H -1.759 -1.555 0.054  0.011

## Properties
Spin multiplicity   1
HOMO energy (spin up / spin down)   -7.83 / -7.83 eV
HOMO-LUMO gap (spin up / spin down)   8.2 / 8.2 eV
Energy relative to the best compared isomer or geometry (same formula, charge and spin)   3.436 eV
Molar mass   104.05 g/mol
E_LUMO (spin up / spin down)   0.378 / 0.378 eV


Entry 4:
Here is an isolated ion of composition C5H13N2S and charge -1 at a distorted geometry from the OMol25 dataset. Energies are from ωB97M-V/def2-TZVPD.

Each line ends with the natural charge from an NBO analysis.
Positions of all 21 atoms, in Å:
N 0.829 -0.990 3.586  -0.874
C 0.650 0.395 3.028  -0.211
C 0.827 0.488 1.519  -0.234
N -0.276 1.178 0.823  -0.661
C -0.099 1.290 -0.629  -0.247
C -1.246 0.841 -1.537  -0.419
C -1.202 -0.652 -1.878  -0.531
S 0.316 -1.234 -2.677  -0.714
H 1.501 -1.066 4.327  0.354
H 0.005 -1.542 3.737  0.360
H -0.403 0.648 3.254  0.174
H 1.368 1.005 3.585  0.181
H 1.057 -0.436 0.993  0.210
H 1.678 1.196 1.467  0.167
H -1.209 0.902 1.096  0.347
H 0.784 0.741 -1.006  0.232
H 0.179 2.356 -0.755  0.154
H -1.162 1.354 -2.493  0.205
H -2.223 1.128 -1.122  0.167
H -2.063 -0.748 -2.565  0.168
H -1.466 -1.335 -1.072  0.171

## Properties
Spin multiplicity   1
SMILES   NCCNCCC[S-]
HOMO energy   -2.25 eV
HOMO-LUMO gap   5.6 eV
Energy relative to the best compared isomer or geometry (same formula, charge and spin)   1.252 eV
Molar mass   133.24 g/mol
Charge   -1
E_LUMO   3.342 eV


Entry 5:
Here is C20H42NOP3Pb as an isolated structure at a distorted geometry from the OMol25 dataset. Energies are from ωB97M-V/def2-TZVPD.

Each line ends with the Löwdin charge.
Positions of all 68 atoms, in Å:
Pb -0.120 -2.080 3.667  1.446
P -0.731 0.690 -1.493  1.011
P -1.836 -2.287 1.076  0.757
P 3.302 0.449 -0.524  0.908
H 0.102 -4.693 3.230  0.088
C 0.916 -4.042 3.616  -0.218
C 0.884 -3.599 4.979  -0.145
H 0.112 -4.000 5.673  0.132
C -0.343 -0.232 -3.044  -0.207
C -2.569 0.731 -1.706  -0.217
C -0.366 2.380 -2.153  -0.213
C -2.218 -3.858 1.965  -0.317
C -3.445 -1.429 1.273  -0.236
C -1.902 -2.888 -0.656  -0.230
C 4.658 0.173 0.613  -0.179
C 2.796 2.159 -0.496  -0.193
C 3.549 -0.417 -2.078  -0.180
H 1.864 -4.112 3.085  0.078
H 1.783 -3.217 5.477  0.116
H -0.730 0.331 -3.902  0.092
H -0.795 -1.229 -3.018  0.045
H 0.744 -0.347 -3.132  0.032
H -2.811 1.315 -2.604  0.085
H -3.030 1.200 -0.831  0.036
H -2.966 -0.287 -1.809  0.049
H -0.982 2.552 -3.044  0.083
H 0.696 2.462 -2.420  0.038
H -0.596 3.137 -1.393  0.042
H -3.089 -4.331 1.494  0.083
H -2.407 -3.694 3.039  0.040
H -1.352 -4.524 1.868  0.030
H -4.233 -1.992 0.754  0.082
H -3.373 -0.410 0.872  0.022
H -3.680 -1.366 2.344  0.064
H -2.868 -3.383 -0.834  0.085
H -1.087 -3.611 -0.808  0.059
H -1.761 -2.079 -1.388  -0.007
H 5.436 0.926 0.420  0.090
H 5.082 -0.834 0.492  0.063
H 4.309 0.301 1.647  0.076
H 3.575 2.777 -0.014  0.088
H 1.853 2.220 0.060  0.046
H 2.638 2.526 -1.517  0.059
H 4.621 -0.545 -2.287  0.085
H 3.065 0.123 -2.899  0.060
H 3.076 -1.410 -2.004  0.058
C 2.645 -2.683 1.089  -0.465
C 2.735 -3.685 0.058  0.018
C 3.871 -4.465 -0.069  -0.012
C 4.928 -4.337 0.838  0.022
C 4.827 -3.443 1.911  -0.023
C 3.674 -2.694 2.099  -0.042
O 1.731 -1.778 1.032  -0.150
H 2.142 -0.181 -0.048  0.012
H 1.910 -3.767 -0.640  0.121
H 3.930 -5.144 -0.921  0.140
H 5.850 -4.912 0.717  0.148
H 5.665 -3.328 2.600  0.140
H 3.552 -2.032 2.963  0.126
C -1.646 5.312 1.084  -0.071
C -2.432 4.058 1.495  -0.196
C -1.703 2.819 1.208  -0.194
N -1.115 1.832 1.048  0.107
H -0.704 5.345 1.639  0.088
H -2.187 6.239 1.294  0.101
H -1.429 5.300 0.009  0.076
H -2.652 4.070 2.572  0.139
H -3.404 4.012 0.985  0.133

## Properties
Spin multiplicity   1
HOMO energy (spin up / spin down)   -19.66 / -20.24 eV
HOMO-LUMO gap (spin up / spin down)   5.3 / 5.9 eV
Energy relative to the best compared isomer or geometry (same formula, charge and spin)   0.826 eV
Molar mass   612.68 g/mol
Charge   +4
E_LUMO (spin up / spin down)   -14.331 / -14.344 eV